Computed, not measured: a structure of composition C44H41N6O3PSiTb at a distorted geometry, with ωB97M-V/def2-TZVPD.

```
97
Properties=species:S:1:pos:R:3:forces:R:3:lowdin_spin:R:1
Tb -0.2978 0.0289 -0.3142 0.063 -0.615 1.102 6.043
O 2.0648 -2.0225 6.4202 -0.511 -0.768 0.759 0.000
C 2.6680 -1.1781 5.7833 -0.709 0.270 -1.631 0.000
O 3.6476 -0.4749 5.9536 1.003 0.615 0.306 0.000
C 1.9953 -0.9282 4.3259 0.362 -0.261 0.836 0.001
C 2.6093 -0.1084 3.3959 -0.537 0.194 -0.539 -0.001
C 1.9674 0.1260 2.1811 0.140 -0.361 0.604 -0.001
N 0.8141 -0.4821 1.8514 -0.140 0.092 -0.242 -0.013
C 0.2649 -1.3372 2.7293 0.225 0.111 0.556 0.000
C 0.8081 -1.5562 3.9931 0.000 0.234 -0.660 -0.001
C -1.0140 -1.9594 2.3452 -0.299 -0.199 0.056 0.000
C -1.4949 -3.0952 2.9965 0.056 0.173 -0.148 0.000
C -2.7676 -3.5553 2.7098 0.040 0.247 -0.139 0.000
C -3.5423 -2.8330 1.8147 0.136 0.086 0.020 0.000
C -2.9767 -1.7337 1.1860 -0.354 -0.113 -0.035 0.000
N -1.7256 -1.3268 1.3938 0.293 -0.084 0.032 -0.001
C 2.6113 0.9375 1.1362 0.311 0.168 -0.295 0.000
C 3.5833 1.8912 1.4403 -0.292 -0.132 -0.051 0.000
C 4.3174 2.4612 0.4180 -0.092 -0.226 -0.281 0.000
C 4.1027 2.0134 -0.8790 0.035 -0.109 0.140 0.000
C 3.0806 1.1074 -1.1014 0.269 -0.004 -0.092 0.000
N 2.3054 0.6118 -0.1383 -0.131 0.071 0.245 0.000
H 3.5670 0.3243 3.6427 0.051 0.054 0.114 0.000
H 0.3360 -2.1781 4.7383 0.046 -0.091 0.066 0.000
H -0.8780 -3.6097 3.7138 0.087 -0.015 0.081 0.000
H -3.1511 -4.4400 3.1959 -0.038 -0.043 0.026 0.000
H -4.5598 -3.1182 1.5987 -0.076 0.027 -0.052 0.000
H -3.5539 -1.1341 0.4966 0.032 -0.105 -0.103 0.000
H 3.7555 2.1674 2.4663 0.027 0.024 0.146 0.000
H 5.0653 3.2103 0.6290 0.074 0.037 0.022 0.000
H 4.7026 2.3631 -1.7030 0.017 0.070 -0.098 0.000
H 2.8855 0.7399 -2.1036 0.001 0.118 0.025 0.000
C -0.8381 3.0253 2.1817 0.033 -0.096 -0.129 0.000
C -1.9733 2.6951 1.2583 0.150 0.371 0.324 -0.001
C -3.1702 3.3750 1.3399 0.164 -0.217 -0.125 -0.001
C -4.2015 2.9957 0.4793 0.137 -0.128 -0.012 0.001
C -4.0146 1.9723 -0.4135 0.086 -0.133 0.020 -0.001
C -2.7684 1.3047 -0.4699 -0.227 0.440 0.360 0.003
N -1.7586 1.7086 0.3743 -0.571 0.258 -0.398 -0.011
N -2.4414 0.2843 -1.2704 0.167 -0.291 0.070 -0.016
Si -3.3767 -0.5313 -2.4731 -0.069 -1.062 -0.908 -0.001
C -4.6804 0.4459 -3.4666 0.564 -0.119 0.597 -0.001
C -4.2611 -2.1214 -1.8596 0.399 0.789 -0.046 0.000
C -2.0170 -1.2263 -3.6307 -0.569 0.326 0.374 0.000
H -0.5631 4.0736 2.0888 0.095 0.079 0.011 0.000
H 0.0306 2.3980 1.9609 -0.031 0.111 0.113 0.000
H -1.1399 2.8560 3.2130 0.074 -0.042 0.104 0.000
H -3.3060 4.1603 2.0657 0.036 0.055 0.068 0.000
H -5.1529 3.5015 0.5351 -0.139 0.046 -0.051 0.000
H -4.8014 1.6494 -1.0727 -0.156 -0.005 -0.113 0.000
H -4.4545 1.5034 -3.5478 0.079 0.192 0.001 0.000
H -4.7477 0.0483 -4.4732 0.078 -0.167 -0.221 0.000
H -5.6662 0.3422 -3.0237 -0.171 -0.019 0.167 0.000
H -5.1086 -1.9267 -1.2107 -0.183 0.076 0.182 0.000
H -3.5804 -2.7916 -1.3422 0.137 -0.087 0.093 0.000
H -4.6424 -2.6574 -2.7214 -0.091 -0.068 -0.306 0.000
H -1.2663 -0.4805 -3.8767 0.036 0.046 -0.061 0.000
H -2.4524 -1.5727 -4.5601 -0.115 -0.108 -0.284 0.000
H -1.5210 -2.0786 -3.1715 0.052 -0.129 0.122 0.000
O 0.9127 -2.2469 -0.8945 0.201 -0.290 -0.528 0.003
N 0.8424 -1.3151 -1.9407 0.827 -0.923 -0.875 -0.006
C 1.4835 -1.5849 -3.0195 -0.426 -0.392 1.195 0.001
C 1.5421 -0.7329 -4.1785 0.001 0.847 -1.024 0.000
C 2.1285 -1.3018 -5.3208 -0.114 -0.031 0.576 0.000
C 2.2895 -0.5866 -6.4866 -0.049 0.304 -0.087 0.000
C 1.8452 0.7256 -6.5477 0.105 -0.292 -0.002 0.000
C 1.2305 1.2948 -5.4458 0.031 -0.001 0.096 0.000
C 1.0743 0.6036 -4.2483 0.035 -0.297 0.182 0.000
P 0.2823 1.4558 -2.8261 0.210 1.256 -0.519 -0.001
C 1.3385 2.9458 -2.5249 -0.032 -0.219 0.128 0.000
C 2.2071 3.5627 -3.4178 -0.067 -0.052 0.041 0.000
C 2.8044 4.7685 -3.0859 0.055 0.013 -0.092 0.000
C 2.5539 5.3667 -1.8645 0.007 -0.018 0.138 0.000
C 1.7447 4.7248 -0.9403 -0.083 0.021 0.085 0.000
C 1.1507 3.5210 -1.2679 -0.124 -0.212 -0.055 0.001
C -1.1265 2.3688 -3.5729 -0.113 -0.361 0.114 0.000
C -1.6716 2.0960 -4.8213 0.017 -0.033 0.091 0.000
C -2.7543 2.8274 -5.2780 -0.072 0.097 -0.097 0.000
C -3.3241 3.8104 -4.4858 0.025 -0.028 -0.026 0.000
C -2.8106 4.0553 -3.2210 -0.016 0.058 -0.058 0.000
C -1.7179 3.3419 -2.7686 0.056 -0.068 -0.044 0.000
H 1.5140 -2.9847 -1.1396 -0.338 0.386 0.283 0.000
H 2.0281 -2.5348 -3.0971 -0.119 0.153 0.091 0.000
H 2.4617 -2.3274 -5.2753 0.098 -0.132 0.007 0.000
H 2.7677 -1.0402 -7.3377 0.039 -0.098 -0.137 0.000
H 1.9797 1.3025 -7.4487 -0.029 0.069 -0.112 0.000
H 0.8631 2.3052 -5.5232 -0.058 0.090 0.003 0.000
H 2.4446 3.1167 -4.3699 -0.027 -0.024 -0.078 0.000
H 3.4621 5.2476 -3.7956 0.063 0.037 -0.060 0.000
H 2.9963 6.3201 -1.6225 0.089 0.086 0.022 0.000
H 1.5751 5.1609 0.0320 -0.012 0.062 0.114 0.000
H 0.5284 2.9945 -0.5412 0.069 0.271 -0.011 0.001
H -1.2628 1.3146 -5.4446 -0.017 -0.032 -0.044 0.000
H -3.1488 2.6222 -6.2612 -0.099 -0.015 -0.088 0.000
H -4.1719 4.3732 -4.8448 -0.070 0.061 -0.048 0.000
H -3.2526 4.8097 -2.5881 -0.060 0.064 0.057 0.000
H -1.3187 3.5470 -1.7848 -0.064 0.057 0.036 0.000
```
Positions in Å, forces in eV/Å.

Output
E_HOMO (spin up / spin down): -9.53 / -9.53 eV
Gap between HOMO and LUMO (spin up / spin down): 5.567 / 5.567 eV
Relative energy (zero: lowest compared OMol25 entry of this formula, charge and spin): 42.8 kcal/mol
E: -100974.531 eV
LUMO energy (spin up / spin down): -3.962 / -3.962 eV
2S+1: 7
Total charge: +1